Here is a cluster of 2 separate species, C9H14 in total in a non-equilibrium geometry from OMol25. Energies are from ωB97M-V with the def2-TZVPD basis set.

Computed properties:
HOMO	-9.1	eV
energy relative to the best compared isomer or geometry (same formula, charge and spin)	17.96	kcal/mol
SMILES	Cc1ccccc1.CC
orbital gap	0.371	Ha
LUMO level	0.036	Ha
energy	-351.3016	Eh

Each line ends with the natural charge from an NBO analysis.
Atoms and positions in Å:
C1 -2.310 -1.173 2.277  -0.63
C2 -1.717 0.095 1.674  -0.03
C3 -1.781 1.398 2.126  -0.21
C4 -1.225 2.442 1.390  -0.21
C5 -0.706 2.189 0.139  -0.21
C6 -0.760 0.920 -0.428  -0.22
C7 -1.247 -0.125 0.371  -0.20
H1 -1.645 -1.708 2.944  0.22
H2 -2.644 -1.807 1.460  0.21
H3 -3.249 -0.980 2.807  0.21
H4 -2.245 1.664 3.068  0.21
H5 -1.337 3.448 1.767  0.22
H6 -0.197 2.887 -0.519  0.21
H7 -0.279 0.531 -1.314  0.21
H8 -1.221 -1.120 -0.052  0.20
C8 2.762 -1.586 -2.775  -0.61
C9 2.878 -0.560 -1.652  -0.62
H9 1.865 -2.202 -2.752  0.21
H10 2.941 -1.142 -3.753  0.20
H11 3.579 -2.311 -2.699  0.20
H12 3.130 -1.117 -0.752  0.21
H13 3.478 0.315 -1.889  0.21
H14 1.930 -0.058 -1.438  0.20